# C48H120N8O16

8 unconnected molecules or ions with the total composition C48H120N8O16 (ωB97M-V/def2-TZVPD, OMol25).

XYZ file:
```
192
Properties=species:S:1:pos:R:3
C -8.75337 -13.47588 -1.35330
O -7.96295 -12.32548 -1.45087
C -8.62655 -11.22839 -2.08912
C -7.68266 -10.52843 -3.03424
N -6.58457 -9.70019 -2.53529
C -7.13765 -8.46594 -1.94200
C -6.09658 -7.58198 -1.26436
O -5.07947 -8.39369 -0.70341
C -3.92248 -7.73162 -0.29450
H -8.21087 -14.24503 -0.80559
H -9.07013 -13.79686 -2.35273
H -9.68838 -13.38232 -0.77673
H -8.92542 -10.59051 -1.25402
H -9.49101 -11.54103 -2.67932
H -8.28595 -9.98588 -3.77000
H -7.20917 -11.27224 -3.68726
H -6.12689 -10.14429 -1.74366
H -7.86086 -8.71902 -1.15282
H -7.72210 -7.90633 -2.67340
H -6.55949 -7.03610 -0.44009
H -5.62639 -6.93606 -2.01372
H -4.10774 -6.87823 0.36856
H -3.35914 -7.43176 -1.18876
H -3.26614 -8.41045 0.25058
C 2.18221 2.96011 2.09564
O 1.04145 2.36514 2.63649
C 0.69257 1.21698 1.90524
C -0.54016 0.56203 2.49523
N -0.91977 -0.62689 1.73026
C -1.53583 -0.25738 0.43885
C -1.89652 -1.54926 -0.27546
O -2.98348 -2.26384 0.26077
C -3.10185 -3.60158 -0.14480
H 3.10117 2.38616 2.25531
H 2.31620 3.95986 2.51487
H 2.14639 3.19230 1.02080
H 1.52915 0.50731 1.82134
H 0.47269 1.49632 0.86343
H -1.26161 1.39391 2.51101
H -0.32342 0.32853 3.53492
H -1.65154 -1.10662 2.24403
H -0.89143 0.39135 -0.13960
H -2.47227 0.28539 0.63616
H -0.96089 -2.12630 -0.32153
H -2.15834 -1.41185 -1.33292
H -3.17535 -3.67825 -1.23409
H -3.96404 -4.03345 0.36037
H -2.25264 -4.18784 0.23161
C -0.11549 -1.00926 5.86989
O -0.76589 -2.26685 5.63927
C 0.07286 -3.23904 5.07769
C -0.75969 -4.45636 4.72819
N -1.19936 -5.12334 5.96550
C -2.44640 -5.88465 5.80090
C -3.67316 -4.96938 5.84107
O -3.60656 -4.14331 6.97058
C -4.32767 -2.95385 6.99033
H 0.63776 -1.19889 6.64625
H -0.92302 -0.34527 6.14372
H 0.53585 -0.80202 5.01652
H 0.99180 -3.49196 5.62196
H 0.51916 -2.90829 4.12235
H -0.04362 -5.13827 4.25686
H -1.59526 -4.18331 4.07781
H -1.44891 -4.36895 6.60262
H -2.52272 -6.48987 6.70840
H -2.42707 -6.48228 4.89309
H -4.61237 -5.53560 5.77321
H -3.72040 -4.32565 4.94711
H -4.15358 -2.23216 6.18773
H -4.10833 -2.52604 7.97219
H -5.41415 -3.12965 7.05972
C -1.56650 0.02588 -10.81779
O -1.01910 0.71667 -9.72229
C -0.64637 -0.08232 -8.62567
C -0.90350 0.78690 -7.39243
N -0.62210 0.21931 -6.08625
C -1.70293 -0.64263 -5.59694
C -1.47429 -1.15707 -4.18199
O -1.23360 -0.10971 -3.27297
C 0.10809 -0.01265 -2.88271
H -0.78319 -0.36617 -11.47269
H -2.15006 0.75125 -11.39039
H -2.29233 -0.74231 -10.53345
H 0.41975 -0.32192 -8.65184
H -1.27922 -0.96946 -8.51848
H -1.95315 1.11296 -7.40052
H -0.22348 1.63837 -7.48332
H -0.29675 0.85737 -5.38392
H -1.96640 -1.44108 -6.29177
H -2.57322 0.04055 -5.60432
H -0.57344 -1.77561 -4.26448
H -2.33373 -1.79536 -3.96835
H 0.72638 0.53480 -3.60541
H 0.67458 -0.92289 -2.66109
H 0.16482 0.58025 -1.96826
C 7.42495 0.19725 0.19755
O 7.22440 1.60918 0.15052
C 6.66314 2.15689 1.34419
C 6.52223 3.64688 1.21718
N 7.61919 4.43515 1.72468
C 8.93317 4.42254 1.11792
C 9.76617 5.53143 1.75458
O 10.75130 6.03235 0.86546
C 11.68902 5.07541 0.42867
H 7.48585 -0.07671 1.25264
H 8.40047 0.02823 -0.25708
H 6.65999 -0.33503 -0.36459
H 7.36395 1.85581 2.13559
H 5.73527 1.64590 1.62612
H 5.61829 3.98375 1.72352
H 6.31402 3.80131 0.14508
H 7.30150 5.35248 1.98659
H 8.89251 4.45882 0.02041
H 9.39598 3.45620 1.34685
H 10.28387 5.16567 2.65011
H 9.18973 6.38880 2.10035
H 12.37818 5.56024 -0.26071
H 11.18887 4.26122 -0.10309
H 12.27029 4.73339 1.29416
C 4.44593 -0.84811 -3.63151
O 3.39680 -1.71484 -4.07509
C 2.83484 -1.30214 -5.31032
C 2.11482 -2.55106 -5.90566
N 1.51927 -3.34057 -4.80421
C 1.52992 -4.79347 -5.10454
C 0.79182 -5.61670 -4.02186
O -0.61476 -5.73855 -4.17818
C -1.38712 -4.86076 -3.37610
H 5.11866 -1.43208 -3.00647
H 3.99501 -0.02742 -3.07285
H 5.01619 -0.51749 -4.50152
H 3.64791 -1.02795 -5.99289
H 2.23832 -0.39501 -5.16909
H 2.94522 -3.03520 -6.43054
H 1.31382 -2.26475 -6.58479
H 2.29460 -3.35672 -4.14373
H 2.54597 -5.19259 -4.98966
H 1.06560 -5.03950 -6.05849
H 0.94991 -5.27523 -2.99300
H 1.17940 -6.63545 -4.10345
H -2.44069 -5.08022 -3.54761
H -1.19451 -3.85612 -3.75247
H -1.14453 -4.98709 -2.31680
C -2.17638 2.71229 5.51313
O -1.65389 3.67258 4.62948
C -2.54495 4.04783 3.57002
C -1.77690 4.94134 2.62609
N -1.60611 6.33481 3.04563
C -1.01785 6.53495 4.37100
C -1.98155 6.86186 5.48973
O -2.57079 8.12227 5.27481
C -3.55963 8.43221 6.22853
H -2.33001 1.73335 5.03964
H -3.15665 3.03789 5.88132
H -1.47537 2.60118 6.33659
H -3.34248 4.69319 3.95814
H -2.87020 3.08403 3.16729
H -2.25198 4.99380 1.63940
H -0.81162 4.52160 2.32546
H -2.46219 6.86118 2.93235
H -0.33459 7.38794 4.27441
H -0.38392 5.68139 4.59350
H -1.41503 6.87458 6.43638
H -2.70806 6.06255 5.69041
H -4.07141 9.32218 5.86412
H -3.06515 8.71757 7.16572
H -4.29398 7.65181 6.44095
C 0.17763 10.98252 -0.06047
O 0.62480 9.75258 -0.57148
C 0.03633 8.63932 0.04675
C 0.78403 7.39146 -0.43011
N 2.10828 7.34338 0.22110
C 3.00530 6.44787 -0.49312
C 4.28171 6.30458 0.32975
O 4.83224 7.60864 0.35453
C 6.17466 7.62500 0.78973
H 0.33734 11.07593 1.01696
H -0.89327 11.08331 -0.28321
H 0.66430 11.81146 -0.56999
H -1.03658 8.59828 -0.19601
H 0.00480 8.70965 1.14247
H 0.98556 7.56183 -1.49523
H 0.20690 6.50094 -0.18948
H 2.44272 8.30015 0.19320
H 3.30722 6.83622 -1.47440
H 2.51646 5.48001 -0.61632
H 4.96117 5.54841 -0.08131
H 4.10135 5.97314 1.36054
H 6.73034 6.91759 0.16861
H 6.25303 7.28165 1.83377
H 6.58886 8.62832 0.82632
```

The energy above the lowest of the compared OMol25 structures with the same formula, charge and spin comes out at 85.0 kcal/mol. As for the net charge: 0. The value obtained for the LUMO energy is 0.0120 Ha. As for the total energy: -96389.052 eV. As for the orbital gap: 8.8294 eV. As for the structure (SMILES): COCCNCCOC.COCCNCCOC.COCCNCCOC.COCCNCCOC.COCCNCCOC.COCCNCCOC.COCCNCCOC.COCCNCCOC.


# C48H122N6O16

10 unconnected molecules or ions with the total composition C48H122N6O16 (ωB97M-V/def2-TZVPD, OMol25).

XYZ file:
```
192
Properties=species:S:1:pos:R:3
C -25.60017 8.34805 -21.09169
O -25.15758 9.17209 -22.11693
C -25.21917 10.57724 -21.74767
C -23.93248 10.90977 -20.93054
N -24.13810 12.16947 -20.37825
C -22.91054 12.84630 -20.02921
C -23.23324 14.00837 -19.06963
O -22.76318 13.79247 -17.73159
C -23.39467 12.98889 -16.80797
H -24.76757 7.91399 -20.53809
H -26.26647 7.61202 -21.54155
H -26.22890 8.83395 -20.34556
H -26.12033 10.83710 -21.19225
H -25.15066 11.17687 -22.65533
H -23.02492 10.75883 -21.51506
H -23.78511 10.18618 -20.12878
H -24.58905 12.69509 -21.11343
H -22.53473 13.34043 -20.92514
H -22.14248 12.24314 -19.54508
H -24.29671 14.11108 -18.85374
H -22.90519 14.97223 -19.45880
H -22.82274 13.05952 -15.88276
H -23.46223 11.95704 -17.15266
H -24.37307 13.33177 -16.47144
C -22.21176 1.09748 -11.87159
O -22.50127 2.45489 -12.05867
C -21.95190 2.98125 -13.28292
C -22.58271 4.32243 -13.51666
N -21.97233 4.99157 -14.69085
C -22.46318 6.28569 -14.76976
C -22.21580 7.09117 -16.02185
O -20.81828 7.10249 -16.38088
C -20.63136 7.29568 -17.80314
H -22.63343 0.32907 -12.51956
H -22.85845 0.80782 -11.04335
H -21.20931 0.76675 -11.59995
H -22.14160 2.32901 -14.13539
H -20.86877 2.88471 -13.20818
H -22.52518 4.92463 -12.60994
H -23.61465 4.13127 -13.81107
H -20.96524 5.03585 -14.75342
H -22.04851 6.78486 -13.89399
H -23.52851 6.30912 -14.54035
H -22.53787 8.08957 -15.72596
H -22.87225 6.85279 -16.85872
H -20.89928 6.41730 -18.39030
H -19.56727 7.45316 -17.97922
H -21.23168 8.07496 -18.27265
C -13.19054 14.57487 -13.77137
O -14.58115 14.78468 -14.16176
C -15.65983 14.46309 -13.20958
C -16.99241 14.91143 -13.83655
N -17.45313 13.86760 -14.75862
C -18.73149 14.18944 -15.34255
C -19.08177 13.43365 -16.67613
O -19.23601 12.03834 -16.42654
C -19.78527 11.27202 -17.54976
H -12.42942 14.99434 -14.42929
H -13.02722 13.49737 -13.79227
H -13.04368 14.93650 -12.75365
H -15.52277 15.03804 -12.29375
H -15.67708 13.41228 -12.92044
H -16.98585 15.79763 -14.47115
H -17.81020 14.91284 -13.11592
H -17.14898 12.91986 -14.58714
H -18.74406 15.26862 -15.49527
H -19.48722 14.05080 -14.56941
H -18.34247 13.35186 -17.47290
H -20.01316 13.78782 -17.11792
H -19.11759 11.33215 -18.40923
H -20.76622 11.63437 -17.85723
H -19.89208 10.23285 -17.23863
C -16.27835 6.97108 -17.27420
O -16.20435 8.47064 -17.24841
C -15.71936 9.03460 -16.05933
C -15.92538 10.57395 -16.05531
N -14.99369 11.18271 -16.95547
C -15.11833 12.61599 -17.23705
C -14.26383 13.03581 -18.46933
O -12.86482 12.79146 -18.30971
C -12.18347 13.44285 -17.25704
H -16.59945 6.51720 -18.21175
H -17.04119 6.72627 -16.53512
H -15.33997 6.42252 -17.19259
H -14.69633 8.80832 -15.75884
H -16.34787 8.69814 -15.23477
H -15.74168 10.90740 -15.03396
H -16.95273 10.72750 -16.38558
H -15.00814 10.53337 -17.72895
H -14.76962 13.30832 -16.47078
H -16.16595 12.81339 -17.46426
H -14.48641 14.05200 -18.79480
H -14.68780 12.45545 -19.28879
H -12.35782 12.96790 -16.29158
H -12.53611 14.47238 -17.19531
H -11.12247 13.41464 -17.50520
C -19.28821 4.73539 -3.66653
O -20.50132 5.44523 -3.86994
C -20.53834 6.76781 -3.25310
C -19.94446 7.73020 -4.39310
N -20.91538 7.92288 -5.49067
C -20.47829 8.74412 -6.59956
C -21.59443 8.75715 -7.66336
O -21.71811 7.40634 -8.30857
C -22.33472 7.62170 -9.58088
H -19.39172 4.05792 -2.81892
H -18.41641 5.36969 -3.82689
H -18.99426 3.98270 -4.39806
H -19.87978 6.81655 -2.38591
H -21.50021 7.11690 -2.87755
H -18.91401 7.55117 -4.70008
H -19.74008 8.63053 -3.81367
H -21.19256 7.00045 -5.79463
H -19.56659 8.38882 -7.07981
H -20.44501 9.76175 -6.21044
H -21.56367 9.69848 -8.21203
H -22.59047 8.88235 -7.23872
H -21.92852 6.81015 -10.18461
H -22.25516 8.59729 -10.06046
H -23.41962 7.52426 -9.54099
C -24.99352 20.35295 -14.54519
O -23.77106 20.31415 -15.31285
C -22.62323 20.90570 -14.61713
C -21.95916 20.11978 -13.46349
N -21.38133 18.86121 -13.81684
C -20.85669 18.16010 -12.71637
C -20.87127 16.67240 -13.07849
O -22.22958 16.26494 -13.25266
C -22.45479 15.49197 -14.41042
H -25.81144 20.86148 -15.05558
H -24.88184 20.77668 -13.54715
H -25.30407 19.31134 -14.46339
H -23.02204 21.84689 -14.23872
H -21.82274 21.21526 -15.28906
H -22.54508 20.21793 -12.54962
H -21.05858 20.60779 -13.09081
H -22.19629 18.40374 -14.19981
H -21.47996 18.38178 -11.85005
H -19.86695 18.60192 -12.60106
H -20.30574 16.10075 -12.34263
H -20.22420 16.48950 -13.93636
H -23.49373 15.18323 -14.29476
H -21.77575 14.64455 -14.31610
H -22.25574 15.92289 -15.39163
C -25.15331 12.20952 -14.00766
C -25.24844 10.80883 -14.66203
C -26.34195 9.97663 -14.10915
O -25.44112 10.97712 -15.99923
H -25.06219 12.30021 -12.92526
H -26.04315 12.68975 -14.41464
H -24.29678 12.65478 -14.51383
H -24.25622 10.40186 -14.46720
H -27.33137 10.24506 -14.47942
H -26.28523 10.10949 -13.02876
H -26.28685 8.88822 -14.08814
H -25.99344 11.75134 -16.13013
C -21.35050 10.58925 -14.35858
C -20.22745 10.02401 -13.54328
C -19.11551 9.39722 -14.33677
O -19.69184 11.23976 -12.97658
H -22.04539 9.88357 -14.81382
H -21.00642 11.14695 -15.22961
H -22.07651 11.21983 -13.84538
H -20.64680 9.37774 -12.77219
H -18.19258 9.24773 -13.77645
H -18.97974 10.10377 -15.15558
H -19.26940 8.38192 -14.70224
H -19.84867 11.82337 -13.72250
C -20.72956 13.39044 -9.11000
C -19.82122 12.49948 -8.24480
C -18.35922 12.73154 -8.31913
O -20.05680 12.90473 -6.88277
H -20.92367 14.36915 -8.67122
H -21.66340 12.82829 -9.11479
H -20.42431 13.50412 -10.15019
H -20.05624 11.45433 -8.44614
H -17.82280 11.79784 -8.15015
H -18.00966 13.64898 -7.84562
H -18.04946 13.12125 -9.28881
H -19.62508 13.74691 -6.72161
C -14.25270 9.22239 -11.32152
C -15.62587 9.58371 -10.75145
C -16.27556 10.83334 -11.37234
O -16.47634 8.53382 -11.06042
H -13.39160 9.67721 -10.83190
H -14.29672 9.34086 -12.40416
H -14.01195 8.18325 -11.09717
H -15.46612 9.67476 -9.67707
H -16.14608 11.72267 -10.75554
H -17.30479 10.59733 -11.64268
H -15.79707 11.09333 -12.31656
H -17.30361 8.59139 -10.57678
```

The energy above the lowest of the compared OMol25 structures with the same formula, charge and spin comes out at 193.3 kcal/mol. As for the net charge: 0. The value obtained for the LUMO energy is 0.0158 Ha. As for the total energy: -93438.177 eV. As for the orbital gap: 8.5399 eV. As for the structure (SMILES): COCCNCCOC.COCCNCCOC.COCCNCCOC.COCCNCCOC.COCCNCCOC.COCCNCCOC.CC(C)O.CC(C)O.CC(C)O.CC(C)O.


no.,molecular weight (g/mol),strongest force on any atom (eV/Å)
1,1065.5,2.40
2,1039.5,3.75